1.
10 unconnected molecules or ions with the total composition C24H56Br10N2O7. Source: the Open Molecules 2025 dataset; level of theory: wB97M-V/def2-TZVPD.

```
99
Properties=species:S:1:pos:R:3:mulliken_charge:R:1
C 1.204 -5.832 0.889 -0.450
N 1.063 -7.185 0.256 0.960
O 1.556 -8.133 0.814 -0.566
O 0.425 -7.212 -0.778 -0.570
H 0.214 -5.381 0.883 0.036
H 1.793 -5.263 0.172 0.264
H 1.537 -5.973 1.909 0.281
C 0.072 2.830 -2.568 -1.124
N 0.035 1.487 -1.916 0.819
O 0.450 0.571 -2.595 -0.459
O -0.507 1.350 -0.848 -0.285
H -0.833 3.361 -2.280 0.357
H 0.071 2.604 -3.627 0.375
H 0.941 3.396 -2.247 0.361
Br 7.156 -1.281 1.946 -0.171
C 5.289 -1.351 2.594 -0.349
C 4.865 0.092 2.757 -0.678
Br 3.210 0.234 3.815 -0.153
H 5.244 -1.945 3.498 0.385
H 4.687 -1.817 1.820 0.094
H 4.694 0.641 1.840 0.422
H 5.612 0.612 3.351 0.462
Br -2.069 3.608 1.726 -0.210
C -2.087 2.011 2.887 -0.489
C -0.665 1.590 3.176 -0.227
Br -0.645 -0.073 4.200 -0.119
H -2.688 1.274 2.363 0.201
H -2.576 2.270 3.821 0.549
H -0.247 2.289 3.895 0.472
H -0.010 1.506 2.317 -0.128
Br 1.980 -3.842 3.495 -0.123
C 0.785 -3.470 5.002 -0.267
C 1.470 -2.509 5.952 -0.272
Br 0.302 -2.252 7.465 -0.146
H 0.552 -4.429 5.458 0.411
H -0.159 -3.042 4.676 0.053
H 1.586 -1.544 5.469 -0.156
H 2.451 -2.808 6.307 0.445
Br 2.549 -1.806 -0.198 -0.190
C 0.842 -1.419 0.718 0.497
C -0.286 -1.950 -0.151 -0.216
Br -1.996 -1.578 0.685 -0.158
H 0.740 -0.343 0.819 -0.303
H 0.799 -1.898 1.690 -0.022
H -0.200 -3.019 -0.346 0.465
H -0.205 -1.531 -1.155 -0.007
Br -5.877 -2.338 2.470 -0.164
C -4.112 -2.932 3.097 -0.489
C -3.668 -4.154 2.312 -0.670
Br -1.857 -4.638 2.896 -0.126
H -4.211 -3.263 4.130 0.446
H -3.413 -2.104 3.085 0.117
H -3.650 -3.979 1.241 0.400
H -4.305 -4.999 2.550 0.496
C 1.308 7.625 2.174 -1.302
C 1.402 6.276 1.541 0.018
O 2.089 5.348 2.358 -0.475
C 1.675 4.009 2.202 -0.109
C 1.947 3.427 0.812 -0.688
H 2.280 8.085 2.348 0.293
H 0.709 8.278 1.539 0.373
H 0.827 7.524 3.150 0.312
H 0.437 5.837 1.240 0.145
H 1.909 6.334 0.561 0.258
H 2.192 3.433 2.967 0.233
H 0.590 3.955 2.367 0.231
H 1.181 3.671 0.082 -0.012
H 1.995 2.339 0.938 0.163
H 2.959 3.694 0.500 0.461
C -3.714 1.379 -1.399 -0.635
C -3.584 1.244 -2.914 -0.033
O -4.433 2.157 -3.569 -0.435
C -5.803 1.863 -3.553 -0.295
C -6.117 0.555 -4.289 -1.017
H -4.762 1.157 -1.167 0.387
H -3.156 0.672 -0.787 -0.013
H -3.495 2.400 -1.093 0.224
H -2.557 1.511 -3.183 -0.062
H -3.672 0.229 -3.309 0.303
H -6.286 1.923 -2.569 0.284
H -6.318 2.684 -4.059 0.343
H -5.576 0.558 -5.233 0.282
H -7.182 0.396 -4.452 0.403
H -5.765 -0.288 -3.691 0.231
C 0.989 -2.448 -3.938 -0.985
C 2.176 -1.611 -4.355 -0.182
O 1.890 -0.993 -5.605 -0.317
C 2.873 -0.142 -6.129 -0.276
C 2.223 0.767 -7.162 -1.101
H 0.778 -3.154 -4.745 0.421
H 1.211 -2.981 -3.018 0.203
H 0.119 -1.794 -3.914 0.160
H 2.420 -0.845 -3.614 0.203
H 3.060 -2.232 -4.542 0.438
H 3.311 0.485 -5.338 0.277
H 3.691 -0.714 -6.586 0.317
H 1.516 0.213 -7.777 0.308
H 3.028 1.113 -7.816 0.356
H 1.731 1.626 -6.710 0.227
```

Output
* orbital gap: 9.43 eV
* lowest unoccupied orbital energy: -0.2 eV
* charge: 0
* HOMO level: -9.6 eV



2.
A molecular structure, C24H56BrGaNO9. Source: the Open Molecules 2025 dataset; level of theory: wB97M-V/def2-TZVPD.

```
92
Properties=species:S:1:pos:R:3:mulliken_charge:R:1
C 4.264 -2.853 1.713 -0.823
C 4.605 -2.698 0.428 0.275
Ga 5.304 -0.986 -0.368 0.263
Br 7.717 -1.104 -0.067 -0.634
C 4.531 0.645 0.566 -0.960
C 2.986 0.642 0.585 -0.483
C 2.402 0.128 -0.735 -0.075
C 0.941 0.522 -1.015 -0.883
N -0.094 -0.529 -0.923 -0.264
C -0.397 -0.951 0.421 0.505
C -1.872 -0.929 0.771 -0.976
O 0.432 -1.308 1.217 -0.521
H 4.560 -3.730 2.292 0.234
H 3.687 -2.102 2.250 0.165
H 4.599 -3.617 -0.165 -0.024
H 4.996 -0.924 -1.946 -0.290
H 4.915 0.663 1.589 0.482
H 4.878 1.545 0.050 0.338
H 2.653 0.016 1.414 0.165
H 2.609 1.659 0.765 0.389
H 3.034 0.506 -1.538 0.467
H 2.446 -0.963 -0.726 -0.011
H 0.889 0.865 -2.051 0.183
H 0.630 1.372 -0.400 0.314
H 0.222 -1.335 -1.454 0.318
H -2.002 -0.619 1.804 0.188
H -2.271 -1.935 0.634 0.323
H -2.395 -0.257 0.096 0.305
C -4.231 2.191 1.779 -0.666
O -3.753 1.350 2.812 -0.333
C -2.869 1.999 3.710 -0.456
C -3.567 2.390 4.994 -0.591
O -4.572 3.368 4.779 -0.390
C -5.881 2.835 4.722 -0.682
H -5.066 1.679 1.303 0.016
H -4.582 3.149 2.168 0.444
H -3.451 2.369 1.030 0.352
H -2.421 2.880 3.241 0.355
H -2.063 1.298 3.946 0.385
H -2.832 2.822 5.680 0.395
H -3.994 1.501 5.470 0.323
H -6.234 2.557 5.722 0.343
H -5.933 1.960 4.069 0.292
H -6.532 3.612 4.322 0.225
C 5.649 -8.949 1.270 -0.673
O 5.918 -8.762 -0.105 -0.378
C 5.078 -7.794 -0.717 -0.633
C 5.751 -6.446 -0.849 -0.436
O 6.014 -5.867 0.410 -0.204
C 7.359 -5.965 0.831 -0.854
H 6.477 -9.520 1.689 0.238
H 5.570 -7.996 1.798 0.275
H 4.722 -9.516 1.414 0.318
H 4.147 -7.685 -0.149 0.316
H 4.825 -8.167 -1.714 0.387
H 5.076 -5.770 -1.385 0.350
H 6.671 -6.537 -1.436 0.374
H 7.990 -5.262 0.277 0.311
H 7.749 -6.980 0.708 0.385
H 7.386 -5.694 1.885 0.235
C -8.118 0.618 0.658 -0.883
O -7.986 2.028 0.675 -0.276
C -7.887 2.604 -0.616 -0.454
C -9.199 3.207 -1.069 -0.627
O -10.206 2.225 -1.248 -0.371
C -11.112 2.137 -0.165 -0.674
H -8.414 0.308 1.659 0.258
H -8.877 0.293 -0.058 0.397
H -7.164 0.139 0.410 0.348
H -7.543 1.862 -1.344 0.375
H -7.136 3.399 -0.565 0.346
H -9.045 3.698 -2.035 0.382
H -9.526 3.966 -0.351 0.337
H -11.807 2.984 -0.167 0.321
H -10.591 2.104 0.795 0.279
H -11.680 1.217 -0.293 0.243
C 4.361 4.329 -2.402 -0.891
O 3.383 3.378 -2.773 -0.168
C 2.183 3.935 -3.265 -0.433
C 2.111 3.867 -4.775 -0.613
O 3.103 4.668 -5.397 -0.384
C 4.232 3.930 -5.829 -0.671
H 5.298 3.790 -2.272 0.252
H 4.488 5.098 -3.169 0.424
H 4.098 4.807 -1.452 0.279
H 2.067 4.971 -2.927 0.371
H 1.354 3.351 -2.851 0.295
H 1.136 4.240 -5.103 0.389
H 2.203 2.824 -5.099 0.319
H 3.998 3.353 -6.731 0.318
H 4.591 3.250 -5.054 0.279
H 5.017 4.648 -6.065 0.240
```

Output
* orbital gap: 6.14 eV
* lowest unoccupied orbital energy: 1.9 eV
* charge: -1
* HOMO level: -4.2 eV



3.
4 unconnected molecules or ions with the total composition C24H56ClN3O. Source: the Open Molecules 2025 dataset; level of theory: wB97M-V/def2-TZVPD.

```
85
Properties=species:S:1:pos:R:3:mulliken_charge:R:1
C -12.719 -18.550 -2.481 -1.144
C -11.609 -18.823 -1.461 -0.497
N -12.018 -19.362 -0.070 0.039
C -10.736 -19.430 0.792 -1.065
C -12.997 -18.321 0.635 -0.341
C -12.963 -18.361 2.221 -1.269
C -12.708 -20.811 -0.093 -0.667
C -12.114 -21.840 -1.054 -0.739
O -10.861 -22.207 -0.583 -0.247
C -10.552 -23.569 -0.690 -0.878
H -13.252 -17.605 -2.584 0.353
H -13.471 -19.293 -2.215 0.286
H -12.401 -18.701 -3.513 0.345
H -11.041 -17.919 -1.242 0.518
H -10.909 -19.545 -1.881 0.478
H -10.033 -20.155 0.383 0.325
H -10.890 -19.682 1.841 0.369
H -10.376 -18.424 0.577 0.489
H -13.977 -18.544 0.215 0.377
H -12.775 -17.308 0.298 0.394
H -13.323 -19.327 2.575 0.340
H -13.579 -17.602 2.703 0.407
H -11.932 -18.124 2.484 0.369
H -13.721 -20.752 -0.489 0.473
H -12.723 -21.060 0.968 0.386
H -12.098 -21.570 -2.110 0.356
H -12.734 -22.736 -1.033 0.551
H -9.704 -23.975 -0.140 0.288
H -10.511 -23.817 -1.751 0.357
H -11.362 -24.215 -0.352 0.347
C -17.487 -8.222 2.481 -1.534
C -16.578 -9.369 2.786 -0.001
C -15.408 -8.801 3.597 -0.921
N -14.073 -9.608 3.404 0.146
C -13.664 -9.574 1.951 -1.037
C -14.172 -11.081 3.847 -0.651
C -12.727 -11.499 4.308 -0.506
C -11.921 -10.181 4.343 -0.749
C -12.827 -8.984 4.218 -0.442
H -17.112 -7.382 1.896 0.404
H -18.109 -7.813 3.277 0.360
H -18.201 -8.742 1.842 0.406
H -16.286 -9.759 1.811 0.237
H -17.133 -10.106 3.366 0.357
H -15.609 -8.723 4.666 0.398
H -15.110 -7.802 3.279 0.476
H -13.631 -8.501 1.761 0.419
H -14.282 -10.053 1.192 0.351
H -12.668 -10.013 1.903 0.406
H -14.595 -11.539 2.953 0.461
H -14.808 -11.392 4.676 0.346
H -12.296 -12.251 3.646 0.265
H -12.801 -11.976 5.285 0.352
H -11.168 -10.186 3.555 0.309
H -11.314 -10.113 5.245 0.422
H -12.379 -8.180 3.633 0.317
H -13.141 -8.737 5.232 0.404
C -30.469 -14.694 -1.847 -1.211
C -29.085 -15.183 -1.197 -0.292
C -28.633 -14.257 -0.150 -0.755
N -27.194 -14.518 0.394 0.133
C -26.958 -15.824 1.035 -0.934
C -26.882 -13.413 1.438 -0.763
C -25.378 -13.307 1.592 -0.694
C -24.909 -13.434 0.106 -0.524
C -26.023 -14.220 -0.650 -0.614
H -31.104 -15.569 -1.984 0.348
H -30.140 -14.208 -2.765 0.340
H -31.097 -14.021 -1.263 0.363
H -28.241 -15.210 -1.886 0.293
H -29.369 -16.146 -0.773 0.295
H -29.329 -14.031 0.658 0.515
H -28.572 -13.307 -0.681 0.279
H -27.779 -15.939 1.742 0.426
H -26.075 -15.887 1.671 0.355
H -27.186 -16.650 0.360 0.356
H -27.549 -13.601 2.279 0.491
H -27.258 -12.484 1.009 0.414
H -25.048 -14.068 2.298 0.333
H -24.975 -12.390 2.023 0.399
H -23.978 -13.996 0.185 0.278
H -24.676 -12.451 -0.304 0.412
H -25.919 -15.152 -1.205 0.456
H -26.460 -13.508 -1.352 0.301
Cl -18.054 -14.630 1.059 -0.992
```

Output
* orbital gap: 5.94 eV
* lowest unoccupied orbital energy: -3.0 eV
* charge: +2
* relative energy (zero: lowest compared OMol25 entry of this formula, charge and spin): 5.156 eV
* HOMO level: -8.9 eV



4.
8 unconnected molecules or ions with the total composition C24H56F2N8O9S. Source: the Open Molecules 2025 dataset; level of theory: wB97M-V/def2-TZVPD.

```
100
Properties=species:S:1:pos:R:3:mulliken_charge:R:1
C 1.058 1.896 0.666 -1.521
C 1.152 1.712 2.167 0.880
F 0.111 0.894 2.593 -0.399
C 2.505 1.180 2.594 -1.300
N 2.797 -0.196 2.176 -0.141
S 2.152 -1.393 3.058 1.223
O 1.340 -2.242 2.257 -0.635
O 1.666 -0.927 4.311 -0.548
F 3.452 -2.195 3.404 -0.189
H 1.697 2.713 0.343 0.323
H 0.026 2.054 0.384 0.392
H 1.431 0.995 0.190 0.337
H 1.000 2.684 2.644 0.308
H 3.244 1.823 2.112 0.402
H 2.642 1.293 3.666 0.397
H 2.648 -0.355 1.187 0.391
C -2.199 -0.197 -1.514 -1.388
C -0.843 -0.068 -2.164 0.723
O -0.026 0.764 -1.788 -0.521
N -0.558 -0.918 -3.181 -0.050
C -1.404 -1.958 -3.751 -0.799
H -2.273 0.543 -0.722 0.243
H -2.993 -0.018 -2.240 0.373
H -2.326 -1.189 -1.080 0.415
H 0.365 -0.790 -3.566 0.221
H -0.911 -2.926 -3.646 0.210
H -1.562 -1.760 -4.809 0.249
H -2.368 -2.003 -3.262 0.309
C -1.877 0.999 5.087 -0.805
C -2.517 2.337 4.805 0.763
O -1.955 3.206 4.159 -0.652
N -3.767 2.552 5.305 -0.170
C -4.587 1.650 6.089 -0.810
H -0.897 0.981 4.626 -0.170
H -1.765 0.850 6.162 0.397
H -2.472 0.187 4.669 0.356
H -4.136 3.463 5.083 0.231
H -5.526 1.450 5.569 0.273
H -4.820 2.099 7.056 0.275
H -4.073 0.710 6.255 0.320
C 3.940 3.911 -2.449 -1.539
C 3.039 2.699 -2.410 0.929
O 3.190 1.802 -1.598 -0.612
N 2.023 2.633 -3.308 0.023
C 1.676 3.582 -4.345 -0.955
H 4.686 3.809 -1.666 0.325
H 4.446 3.986 -3.412 0.430
H 3.369 4.823 -2.271 0.366
H 1.448 1.810 -3.192 0.100
H 0.665 3.961 -4.182 0.288
H 1.707 3.097 -5.324 0.301
H 2.366 4.419 -4.351 0.359
C -2.196 -4.745 -6.320 -1.408
C -3.528 -4.315 -5.749 0.944
O -3.642 -3.291 -5.074 -0.692
N -4.596 -5.087 -6.014 -0.072
C -4.657 -6.299 -6.803 -0.923
H -1.441 -4.023 -6.024 0.246
H -1.910 -5.725 -5.937 0.386
H -2.237 -4.782 -7.408 0.363
H -5.456 -4.739 -5.619 0.264
H -5.340 -6.152 -7.641 0.291
H -5.032 -7.122 -6.193 0.312
H -3.678 -6.565 -7.187 0.328
C 4.526 6.249 3.777 -1.426
C 4.361 4.821 3.313 0.987
O 4.589 4.482 2.163 -0.633
N 3.942 3.908 4.228 -0.086
C 3.617 4.110 5.628 -0.930
H 4.862 6.846 2.935 0.299
H 3.578 6.650 4.136 0.368
H 5.269 6.313 4.573 0.381
H 3.857 2.981 3.848 0.115
H 4.261 3.489 6.253 0.295
H 2.580 3.826 5.815 0.280
H 3.752 5.149 5.910 0.401
C -7.743 -1.336 -7.886 -1.427
C -6.560 -2.030 -7.254 0.935
O -6.471 -3.248 -7.195 -0.631
N -5.574 -1.259 -6.734 -0.002
C -5.485 0.187 -6.704 -0.930
H -8.433 -2.092 -8.246 0.312
H -8.257 -0.709 -7.157 0.358
H -7.425 -0.721 -8.729 0.371
H -4.823 -1.796 -6.314 0.065
H -4.585 0.517 -7.226 0.288
H -5.430 0.535 -5.671 0.272
H -6.349 0.639 -7.180 0.375
C 6.605 -3.037 7.512 -1.202
C 5.916 -4.381 7.575 0.746
O 6.239 -5.235 8.384 -0.652
N 4.911 -4.607 6.688 -0.105
C 4.395 -3.716 5.663 -0.826
H 7.375 -3.012 8.277 0.288
H 7.070 -2.886 6.538 0.341
H 5.895 -2.230 7.700 0.334
H 4.493 -5.519 6.781 0.218
H 3.336 -3.524 5.836 0.280
H 4.507 -4.181 4.683 0.298
H 4.927 -2.772 5.666 0.272
```

Output
* orbital gap: 9.56 eV
* lowest unoccupied orbital energy: 0.5 eV
* charge: 0
* HOMO level: -9.1 eV



5.
8 unconnected molecules or ions with the total composition C24H56N8O8. Source: the Open Molecules 2025 dataset; level of theory: wB97M-V/def2-TZVPD.

```
96
Properties=species:S:1:pos:R:3:mulliken_charge:R:1
C 5.278 33.078 12.513 0.228
O 4.664 34.187 12.467 -0.611
N 5.192 32.195 13.560 0.071
C 4.355 32.342 14.752 -0.848
C 5.837 30.923 13.399 -0.916
H 5.990 32.683 11.772 0.218
H 3.713 33.213 14.619 0.312
H 4.936 32.339 15.674 0.279
H 3.675 31.499 14.878 0.325
H 6.515 30.918 12.545 0.257
H 6.288 30.491 14.292 0.300
H 5.063 30.256 13.018 0.386
C 1.906 23.556 8.009 0.163
O 0.789 23.769 7.562 -0.568
N 2.245 22.378 8.661 0.036
C 1.263 21.320 8.938 -0.909
C 3.691 21.949 8.748 -0.842
H 2.797 24.156 7.771 0.282
H 1.364 20.942 9.955 0.297
H 1.278 20.496 8.224 0.343
H 0.246 21.695 8.821 0.314
H 4.368 22.762 8.485 0.323
H 3.864 21.762 9.808 0.284
H 3.702 21.016 8.184 0.277
C -4.717 35.115 8.390 0.214
O -4.400 34.978 7.203 -0.604
N -3.902 34.935 9.449 0.058
C -4.418 35.185 10.801 -0.904
C -2.496 34.480 9.451 -0.888
H -5.714 35.404 8.756 0.264
H -5.421 35.589 10.934 0.318
H -3.725 35.875 11.283 0.300
H -4.299 34.239 11.329 0.319
H -2.479 33.451 9.810 0.320
H -2.017 34.564 8.476 0.305
H -1.865 35.049 10.134 0.300
C -3.825 25.066 12.087 0.224
O -4.801 24.666 11.456 -0.597
N -3.354 26.325 11.964 0.083
C -2.101 26.732 12.586 -0.908
C -4.110 27.371 11.314 -0.988
H -3.086 24.422 12.587 0.252
H -2.207 27.160 13.583 0.292
H -1.518 27.342 11.895 0.331
H -1.507 25.824 12.692 0.321
H -3.399 27.773 10.592 0.381
H -4.827 26.914 10.632 0.330
H -4.567 28.149 11.926 0.279
C -10.831 16.840 7.746 0.182
O -10.398 16.032 6.934 -0.588
N -10.211 18.031 8.071 0.070
C -10.749 18.845 9.145 -0.901
C -9.058 18.507 7.268 -0.925
H -11.676 16.727 8.443 0.262
H -9.924 18.944 9.850 0.328
H -11.619 18.595 9.752 0.319
H -10.832 19.842 8.713 0.314
H -8.225 18.985 7.783 0.312
H -8.613 17.636 6.787 0.311
H -9.391 19.177 6.474 0.317
C 6.625 23.021 17.817 0.159
O 6.989 23.468 18.908 -0.591
N 5.395 23.215 17.273 0.078
C 4.353 23.896 17.996 -0.875
C 5.050 22.607 15.974 -0.846
H 7.329 22.487 17.159 0.262
H 3.641 23.081 18.121 0.339
H 3.878 24.674 17.398 0.284
H 4.476 24.364 18.973 0.293
H 5.896 22.297 15.361 0.275
H 4.431 21.728 16.151 0.336
H 4.389 23.302 15.456 0.285
C -13.127 27.170 7.487 0.109
O -13.546 27.113 8.627 -0.567
N -12.305 28.171 7.029 0.092
C -11.676 28.055 5.741 -0.998
C -11.776 29.176 7.868 -0.958
H -13.425 26.482 6.681 0.292
H -11.675 27.027 5.377 0.312
H -10.725 28.550 5.543 0.370
H -12.282 28.642 5.051 0.349
H -10.891 28.711 8.303 0.339
H -11.597 30.084 7.292 0.354
H -12.420 29.450 8.704 0.307
C -5.978 13.713 11.764 0.211
O -6.597 12.723 12.201 -0.602
N -5.304 14.599 12.560 0.075
C -5.192 14.469 14.007 -0.892
C -4.495 15.660 11.943 -0.863
H -5.942 14.003 10.703 0.254
H -5.463 15.352 14.586 0.305
H -4.172 14.180 14.261 0.321
H -5.838 13.688 14.408 0.300
H -4.816 15.677 10.901 0.253
H -4.648 16.670 12.323 0.300
H -3.464 15.307 11.937 0.338
```

Output
* orbital gap: 9.24 eV
* lowest unoccupied orbital energy: 0.1 eV
* charge: 0
* relative energy (zero: lowest compared OMol25 entry of this formula, charge and spin): 8.251 eV
* HOMO level: -9.2 eV